(1)
This record from the Open Molecules 2025 dataset describes a structure of composition C23H47N5O11. The level of theory is ωB97M-V/def2-TZVPD.

Each line ends with the Mulliken charge.
Atoms and positions in Å:
C: -4.18 0.52 1.98  -1.22
C: -3.87 0.34 3.47  1.12
C: -2.41 0.76 3.59  0.48
O: -2.38 1.54 4.72  -0.47
C: -3.58 1.92 5.06  0.48
O: -3.90 2.57 6.04  -0.61
O: -4.53 1.39 4.24  -0.42
H: -3.90 1.49 1.56  0.17
H: -5.20 0.33 1.64  0.49
H: -3.61 -0.22 1.42  0.38
H: -4.18 -0.64 3.83  0.18
H: -1.97 1.31 2.76  -0.09
H: -1.77 -0.12 3.74  -0.26
C: 1.63 -0.87 0.90  -1.74
C: 0.77 0.37 0.72  0.95
C: 0.24 0.40 -0.61  -2.10
O: -1.05 0.75 -0.35  -0.07
C: -1.34 0.84 0.92  0.40
O: -2.40 0.88 1.49  -0.42
O: -0.34 0.44 1.56  -0.41
H: 2.06 -0.98 1.89  0.29
H: 2.41 -0.84 0.14  0.27
H: 1.16 -1.84 0.70  1.16
H: 1.38 1.24 0.94  -1.76
H: 0.27 -0.59 -1.07  -1.12
H: 0.76 1.07 -1.30  2.32
C: 1.42 -4.09 -0.64  0.32
O: 1.88 -5.07 -0.04  -0.66
N: 0.11 -3.64 -0.59  0.20
C: -0.36 -2.53 -1.27  0.45
C: -0.88 -4.21 0.33  -1.15
H: 1.99 -3.45 -1.34  0.28
H: -1.22 -2.69 -1.93  0.28
H: 0.40 -2.05 -1.89  -1.09
H: -0.33 -1.82 -0.45  0.42
H: -0.55 -5.19 0.67  0.44
H: -1.12 -3.67 1.24  0.32
H: -1.84 -4.20 -0.17  0.32
C: -2.67 -1.91 1.07  -1.11
O: -2.12 -1.54 0.08  -0.29
N: -2.00 -2.29 2.17  1.00
C: -2.64 -3.05 3.30  -1.17
C: -0.73 -1.73 2.38  -0.92
H: -3.66 -2.39 1.06  0.37
H: -3.03 -2.44 4.11  0.26
H: -1.93 -3.70 3.81  0.37
H: -3.37 -3.77 2.94  0.40
H: -0.11 -1.80 1.48  -0.32
H: -0.75 -0.69 2.70  -0.20
H: -0.07 -2.18 3.12  0.76
C: 5.13 2.62 2.20  0.04
O: 5.12 3.57 2.99  -0.58
N: 4.18 2.26 1.29  0.22
C: 4.35 1.15 0.35  -0.93
C: 2.84 2.84 1.32  -0.95
H: 6.03 2.00 2.16  0.35
H: 4.37 0.12 0.73  0.40
H: 5.30 1.14 -0.19  0.53
H: 3.72 1.16 -0.54  0.08
H: 2.55 3.33 0.39  0.25
H: 2.11 2.04 1.48  1.15
H: 2.72 3.56 2.13  0.41
C: 1.38 -1.36 -2.81  0.28
O: 1.34 -1.18 -1.57  -0.46
N: 1.26 -0.43 -3.78  0.35
C: 1.45 -0.84 -5.14  -1.04
C: 0.72 0.88 -3.58  -0.22
H: 1.52 -2.34 -3.29  0.45
H: 2.06 -1.73 -5.19  0.36
H: 1.96 -0.12 -5.79  0.37
H: 0.51 -0.86 -5.70  0.37
H: -0.04 1.13 -4.31  0.37
H: 0.32 0.92 -2.56  -0.57
H: 1.58 1.53 -3.74  0.23
C: -0.69 2.67 -4.48  0.13
O: -0.24 2.81 -5.61  -0.59
N: 0.04 2.98 -3.37  0.06
C: -0.62 2.97 -2.06  -0.15
C: 1.46 3.40 -3.51  -0.95
H: -1.71 2.38 -4.22  0.38
H: -0.35 3.86 -1.50  0.36
H: -0.49 2.05 -1.49  0.74
H: -1.70 3.09 -2.15  0.25
H: 2.07 2.64 -3.02  0.39
H: 1.77 3.47 -4.56  0.25
H: 1.47 4.34 -2.97  0.39

Properties
total charge = 0
E_LUMO = -0.13 eV


(2)
This record from the Open Molecules 2025 dataset describes a structure of composition C23H47NO2S2Si2Ti. The level of theory is ωB97M-V/def2-TZVPD.

Each line ends with the Mulliken charge.
Atoms and positions in Å:
O: -0.67 -1.26 -3.47  1.20
O: 0.87 0.92 -5.16  0.17
C: 0.21 -2.47 -3.89  -0.45
C: -0.50 -3.68 -3.37  -1.17
H: 1.19 -2.25 -3.46  0.23
H: 0.28 -2.39 -4.97  0.55
H: -0.64 -3.59 -2.28  0.25
H: 0.04 -4.60 -3.55  0.44
H: -1.50 -3.75 -3.83  0.30
C: -1.82 -0.84 -4.31  0.52
C: -1.64 -1.15 -5.78  -1.61
H: -1.91 0.23 -4.14  -0.01
H: -2.70 -1.38 -3.94  0.30
H: -0.90 -0.49 -6.25  0.15
H: -2.60 -0.90 -6.26  0.42
H: -1.42 -2.19 -6.04  0.52
C: 0.44 2.26 -4.97  -0.17
C: 2.16 0.68 -5.72  -0.21
C: -0.67 2.57 -5.96  -1.21
H: 1.26 2.98 -5.05  0.49
H: 0.02 2.29 -3.95  -0.13
H: -0.30 2.53 -7.00  0.28
H: -1.04 3.58 -5.77  0.45
H: -1.51 1.86 -5.86  0.15
C: 2.13 0.80 -7.22  -1.34
H: 2.38 -0.36 -5.43  0.18
H: 2.92 1.34 -5.27  0.31
H: 1.34 0.17 -7.65  0.26
H: 3.09 0.49 -7.62  0.44
H: 1.94 1.84 -7.53  0.31
H: -0.44 -0.86 -2.49  -0.29
Ti: -0.33 0.31 -0.38  -1.21
C: 1.21 -0.11 -1.65  0.47
Si: 2.95 0.44 -1.07  0.42
H: 1.28 -1.19 -1.80  0.01
H: 1.22 0.52 -2.55  -0.92
C: 4.18 -0.60 -2.03  -1.07
C: 3.15 0.19 0.76  -1.00
C: 3.14 2.24 -1.55  -0.91
C: -1.63 -1.21 -0.36  -0.52
Si: -3.10 -0.04 -0.39  0.51
H: -1.48 -1.77 0.58  0.47
H: -1.66 -1.93 -1.20  0.54
C: -4.42 -0.78 -1.49  -1.23
C: -2.48 1.51 -1.26  -0.59
C: -3.89 0.34 1.26  -1.16
H: 2.64 2.47 -2.50  0.16
H: 4.22 2.44 -1.67  0.41
H: 2.74 2.90 -0.78  0.28
H: 4.00 -1.66 -1.84  0.31
H: 5.20 -0.35 -1.70  0.37
H: 4.11 -0.42 -3.11  0.25
H: 2.70 -0.76 1.09  0.20
H: 2.73 1.01 1.35  0.22
H: 4.23 0.14 0.93  0.46
H: -3.06 1.50 -2.20  0.49
H: -1.39 1.61 -1.57  -0.09
H: -2.76 2.42 -0.69  0.53
H: -4.79 0.95 1.09  0.35
H: -3.24 0.88 1.96  0.29
H: -4.22 -0.59 1.75  0.33
H: -5.40 -0.36 -1.24  0.35
H: -4.47 -1.87 -1.34  0.35
H: -4.23 -0.58 -2.55  0.29
S: 0.11 2.62 0.44  -0.36
C: 0.05 1.55 1.79  0.37
N: 0.13 0.18 1.60  0.81
C: -0.01 -0.50 2.81  -0.46
C: -0.04 -1.90 2.95  -0.57
C: -0.35 -2.43 4.20  -0.79
C: -0.58 -1.57 5.30  -0.60
C: -0.60 -0.18 5.14  -0.51
C: -0.29 0.35 3.88  1.02
S: -0.27 2.05 3.40  -0.18
H: 0.18 -2.53 2.07  0.43
H: -0.40 -3.51 4.34  0.39
H: -0.73 -1.99 6.29  0.40
H: -0.83 0.53 5.94  0.38

Properties
total charge = +1
⟨S²⟩ = 0.754
spin multiplicity = 2
ΔE to the lowest compared entry with this formula, charge and spin = 137.1 kJ/mol
E_LUMO (spin up / spin down) = -2.45 / -2.28 eV